Entry 1:
{"formula": "C44H86F3INO4", "method": "ωB97M-V/def2-TZVPD", "e_tot_ev": -72945.7308, "orbital_gap_ev": 7.01, "total_charge": -1, "spin_multiplicity": 1, "max_force_ha_per_bohr": 0.15039, "elements": ["I", "F", "F", "F", "O", "O", "O", "O", "N", "C", "C", "C", "C", "C", "C", "C", "C", "C", "C", "C", "C", "C", "C", "C", "C", "C", "C", "C", "C", "C", "C", "C", "C", "C", "C", "C", "C", "C", "C", "C", "C", "C", "C", "C", "C", "C", "C", "C", "C", "C", "C", "C", "C", "H", "H", "H", "H", "H", "H", "H", "H", "H", "H", "H", "H", "H", "H", "H", "H", "H", "H", "H", "H", "H", "H", "H", "H", "H", "H", "H", "H", "H", "H", "H", "H", "H", "H", "H", "H", "H", "H", "H", "H", "H", "H", "H", "H", "H", "H", "H", "H", "H", "H", "H", "H", "H", "H", "H", "H", "H", "H", "H", "H", "H", "H", "H", "H", "H", "H", "H", "H", "H", "H", "H", "H", "H", "H", "H", "H", "H", "H", "H", "H", "H", "H", "H", "H", "H", "H"], "coordinates": [[5.061, -0.799, 0.065], [3.101, -2.299, -3.144], [3.791, -0.082, -3.751], [5.301, -1.546, -2.636], [2.895, -3.498, -0.417], [0.777, -2.833, 0.589], [2.019, -0.119, 0.486], [1.102, 0.556, -2.624], [3.532, -0.619, -1.294], [1.248, 1.847, -1.939], [4.792, -7.094, 0.243], [-6.051, 1.988, 4.628], [-5.670, 2.280, 1.525], [-9.322, 3.008, 8.163], [-0.461, -4.513, -3.390], [8.365, 5.079, -4.358], [-1.606, -3.682, -3.976], [5.958, -6.313, -0.370], [9.345, 4.794, -6.695], [7.935, -8.607, -1.197], [-7.755, 4.381, 6.696], [-2.049, 1.190, -2.462], [6.336, -6.715, -1.801], [7.494, 2.421, -2.935], [-3.004, -4.296, -3.831], [-1.850, 1.212, 0.299], [-10.375, 4.097, 8.401], [6.708, -8.187, -1.991], [3.849, -1.126, -2.660], [1.706, 4.839, -0.459], [-6.191, 0.846, 3.617], [-0.016, 2.588, -1.206], [-10.062, 4.310, 10.922], [2.708, 2.613, -1.936], [-3.175, -5.688, -4.445], [-10.098, 5.029, 9.583], [-2.961, -5.712, -5.950], [2.021, -2.517, -0.189], [8.093, 4.765, -5.832], [0.257, 4.066, -0.478], [-4.633, 2.155, 5.152], [8.822, 2.632, -3.646], [-7.895, 3.514, 7.937], [-1.553, 2.022, -1.135], [-5.379, 1.009, 2.327], [-7.103, 2.361, 1.024], [3.483, -6.907, -0.507], [4.493, 4.751, -1.312], [0.897, -0.564, -1.698], [-0.575, -4.717, -1.888], [9.288, 4.091, -3.636], [2.179, -0.951, -0.756], [2.960, 4.108, -1.228], [-5.890, -0.093, 4.098], [10.291, 4.142, -4.074], [8.176, -9.656, -1.401], [5.079, 4.653, -0.301], [6.682, 2.965, -3.425], [-0.596, -3.756, -1.364], [4.470, 5.836, -1.760], [-3.134, -6.722, -6.339], [-4.309, 0.981, 2.563], [-5.569, 0.137, 1.688], [-7.343, 1.501, 0.390], [-4.193, -6.037, -4.233], [5.510, -6.471, -2.478], [-11.010, 3.795, 11.113], [-1.398, -3.497, -5.037], [2.099, -0.698, 1.301], [-10.889, 5.789, 9.617], [-0.398, -5.484, -3.890], [2.680, -7.456, -0.003], [4.653, -6.752, 1.277], [10.066, 4.033, -6.387], [-7.242, 3.269, 0.427], [-8.064, 3.834, 5.800], [-0.640, 4.619, 0.081], [-1.800, 1.818, -3.426], [-1.941, -5.425, -6.219], [5.863, -8.834, -1.729], [-6.710, 4.683, 6.565], [-9.254, 3.575, 10.965], [7.553, 2.748, -1.893], [-3.935, 2.417, 4.352], [-1.612, -2.696, -3.495], [-9.630, 2.414, 7.293], [3.547, -7.281, -1.532], [-8.355, 5.293, 6.770], [5.066, 4.068, -2.102], [-2.679, 0.408, 0.113], [-11.346, 3.609, 8.554], [9.085, 4.601, -7.741], [-0.887, 0.652, 0.703], [7.386, 5.508, -6.220], [-9.317, 2.314, 9.012], [-3.241, 1.147, -2.410], [5.034, -8.160, 0.302], [-3.657, -5.034, -6.454], [7.774, -8.508, -0.120], [-6.713, 1.781, 5.478], [9.585, 2.022, -3.147], [5.710, -5.244, -0.367], [-4.997, 2.306, 0.660], [3.200, -5.850, -0.540], [-1.693, 0.076, -2.510], [-6.396, 2.931, 4.192], [7.406, 5.137, -3.830], [1.880, 5.887, 0.051], [-7.820, 2.395, 1.848], [6.907, -8.360, -3.056], [-3.729, -3.614, -4.292], [7.231, 1.358, -2.941], [-4.283, 1.236, 5.631], [-9.900, 5.029, 11.732], [-0.036, -0.467, -0.993], [-7.540, 4.066, 8.814], [8.804, -8.001, -1.475], [0.287, -5.283, -1.520], [7.600, 3.792, -5.932], [0.483, -3.997, -3.601], [-3.271, -4.346, -2.769], [-7.252, 0.728, 3.368], [-9.158, 5.572, 9.432], [-10.484, 4.702, 7.494], [-5.438, 3.171, 2.120], [-2.256, 2.984, -1.074], [-2.162, 2.006, 1.130], [9.831, 5.774, -6.643], [8.754, 2.259, -4.672], [9.398, 4.421, -2.595], [7.181, -6.092, -2.121], [-2.499, -6.405, -3.966], [6.833, -6.419, 0.282], [0.683, -1.522, -2.378], [-4.600, 2.958, 5.896], [-1.476, -5.276, -1.623], [8.808, 6.081, -4.286], [3.649, 2.144, -2.467], [-7.232, 2.646, 7.832]]}

---

Entry 2:
{"formula": "C44H88O25S4", "method": "ωB97M-V/def2-TZVPD", "e_tot_ev": -141575.9932, "de_lowest_kj_mol": 0.0, "orbital_gap_ev": 9.45, "spin_multiplicity": 1, "max_force_ha_per_bohr": 0.03864, "elements": ["S", "S", "S", "S", "O", "O", "O", "O", "O", "O", "O", "O", "O", "O", "O", "O", "O", "O", "O", "O", "O", "O", "O", "O", "O", "O", "O", "O", "O", "C", "C", "C", "C", "C", "C", "C", "C", "C", "C", "C", "C", "C", "C", "C", "C", "C", "C", "C", "C", "C", "C", "C", "C", "C", "C", "C", "C", "C", "C", "C", "C", "C", "C", "C", "C", "C", "C", "C", "C", "C", "C", "C", "C", "H", "H", "H", "H", "H", "H", "H", "H", "H", "H", "H", "H", "H", "H", "H", "H", "H", "H", "H", "H", "H", "H", "H", "H", "H", "H", "H", "H", "H", "H", "H", "H", "H", "H", "H", "H", "H", "H", "H", "H", "H", "H", "H", "H", "H", "H", "H", "H", "H", "H", "H", "H", "H", "H", "H", "H", "H", "H", "H", "H", "H", "H", "H", "H", "H", "H", "H", "H", "H", "H", "H", "H", "H", "H", "H", "H", "H", "H", "H", "H", "H", "H", "H", "H", "H", "H", "H", "H"], "coordinates": [[-1.077, -2.006, 6.317], [6.229, 0.382, 2.295], [2.472, 3.935, -1.658], [-2.144, 3.181, -2.521], [-1.090, 5.578, 4.720], [-2.518, 1.827, -2.677], [-2.133, -2.751, 6.891], [6.885, -0.369, 1.053], [0.877, -0.421, -0.709], [3.444, 0.074, 6.250], [-1.478, 3.630, -1.368], [4.800, -0.296, 2.100], [-0.905, -0.615, 7.069], [0.731, 1.068, -6.213], [-3.384, 4.147, -2.802], [3.560, 4.758, -2.452], [-1.322, 3.598, -3.817], [1.204, 4.440, -1.996], [6.766, -0.070, 3.507], [-6.315, 2.612, 0.255], [-4.991, -1.881, -2.475], [6.159, 1.771, 2.022], [2.824, 3.752, -0.300], [0.185, -2.604, 6.147], [-1.618, -1.349, 4.939], [1.166, -5.129, -2.409], [2.749, 2.590, -2.463], [4.663, -1.195, -2.699], [-2.670, -4.418, 1.970], [3.458, -0.982, 5.289], [-1.966, 4.660, -4.537], [0.857, -5.348, -4.758], [-2.860, 5.301, -3.496], [0.417, -3.957, -4.293], [-3.394, -2.747, -1.006], [-0.193, 4.530, 5.042], [-2.101, -0.034, 5.135], [2.304, -0.704, 4.334], [-4.818, -2.255, -1.120], [-5.675, 3.377, 1.275], [2.891, 1.241, 5.676], [-4.074, 2.058, 0.273], [-3.873, -5.150, 2.078], [5.498, -1.979, -3.538], [-0.563, 0.469, -6.069], [4.090, -3.374, -2.162], [-1.709, 5.260, 3.478], [-3.730, -1.493, -3.007], [5.220, -3.461, -3.185], [1.371, -6.032, -3.488], [4.138, 2.480, -2.776], [-4.924, -4.135, 2.518], [0.205, 0.816, -0.513], [0.265, -4.107, -2.758], [-0.417, -0.574, 1.277], [-4.135, -3.228, 3.465], [2.184, 0.819, 4.360], [-2.671, -3.435, 2.989], [-0.033, 0.876, 0.995], [-4.185, 3.448, 0.896], [-5.294, 2.088, -0.615], [4.687, 3.918, -2.767], [-1.271, 0.520, 6.291], [-0.901, 4.086, 2.853], [0.529, -1.350, 0.314], [-2.705, -1.705, -1.880], [-0.612, -0.134, -4.657], [0.379, 4.139, 3.692], [3.511, -1.998, -2.500], [1.566, 0.442, -5.276], [5.886, -0.781, 0.118], [4.536, -0.285, 0.688], [0.704, 0.308, -4.025], [5.416, 4.054, -1.967], [-3.511, -2.035, -3.928], [-2.756, 4.965, 3.596], [-1.443, -0.752, 0.942], [-1.888, 0.584, 4.263], [-0.677, 4.188, 1.794], [3.747, -1.005, 0.501], [-3.164, -0.060, 5.371], [0.840, 1.158, 1.589], [1.921, -0.551, -5.601], [1.160, 1.190, 4.389], [-3.144, 1.763, -0.210], [0.584, 1.285, -3.551], [-0.754, 0.934, -1.020], [-5.790, 2.931, 2.269], [1.387, -1.220, 4.599], [-2.266, -2.496, 2.599], [-1.472, 0.194, -4.078], [6.081, -0.351, -0.860], [-3.082, -2.766, 0.037], [-2.571, 4.191, -5.317], [-0.761, -0.262, -6.861], [0.580, -3.130, -2.381], [-0.798, 1.628, 1.207], [1.596, -5.307, -5.555], [-0.671, -1.221, -4.748], [4.638, 1.881, -2.014], [-3.999, 4.261, 0.194], [4.443, -0.990, 4.816], [1.133, -0.340, -3.261], [-3.761, -0.418, -3.209], [-0.701, 3.684, 5.533], [1.401, -1.744, 0.837], [6.101, -3.991, -2.823], [-0.759, -4.361, -2.470], [-3.700, 5.859, -3.895], [-0.500, -3.591, -4.754], [-1.652, -1.819, -2.144], [2.878, -1.623, -1.694], [2.899, -2.042, -3.411], [-1.458, 3.169, 3.061], [0.577, 4.865, 5.737], [-0.102, -2.152, -0.080], [-1.863, 1.211, 6.888], [2.611, -1.023, 3.335], [-5.328, -3.559, 1.684], [-1.681, 6.142, 2.835], [5.092, 4.301, -3.698], [-1.231, 5.318, -4.988], [-5.003, -1.381, -0.472], [-5.576, -2.978, -0.806], [6.543, -1.711, -3.363], [-0.347, -0.889, 2.318], [-4.247, -3.534, 4.504], [-4.220, 1.337, 1.085], [-0.345, 0.998, 5.972], [-3.550, 3.587, 1.772], [4.910, -4.046, -4.054], [4.450, -3.287, -1.133], [3.694, 1.957, 5.480], [1.021, 4.941, 3.328], [-0.019, -5.871, -5.146], [-1.289, 1.266, -6.251], [-5.773, -4.645, 2.976], [5.339, -1.779, -4.604], [0.917, 1.608, -0.737], [4.285, 0.717, 0.342], [0.909, 3.189, 3.668], [-5.599, 1.113, -0.999], [0.868, -6.984, -3.290], [5.847, -1.865, 0.036], [2.163, 1.676, 6.365], [2.716, 1.241, 3.507], [2.485, 1.005, -5.092], [3.290, -1.915, 5.829], [3.275, -4.096, -2.145], [-2.669, -0.799, -1.257], [-4.144, -5.591, 1.119], [-2.286, 5.894, -2.782], [1.195, -3.219, -4.504], [-5.199, 2.756, -1.476], [-1.990, -3.656, 3.818], [-3.755, -5.933, 2.836], [-6.134, 4.369, 1.317], [4.189, 1.960, -3.729], [-3.295, -3.750, -1.429], [2.435, -6.284, -3.502], [-4.356, -2.168, 3.355]]}

---

Entry 3:
{"formula": "C44H91NO12S8", "method": "ωB97M-V/def2-TZVPD", "e_tot_ev": -159840.1835, "orbital_gap_ev": 8.73, "spin_multiplicity": 1, "max_force_ha_per_bohr": 0.03117, "elements": ["S", "S", "S", "S", "S", "S", "S", "S", "O", "O", "O", "O", "O", "O", "O", "O", "O", "O", "O", "O", "N", "C", "C", "C", "C", "C", "C", "C", "C", "C", "C", "C", "C", "C", "C", "C", "C", "C", "C", "C", "C", "C", "C", "C", "C", "C", "C", "C", "C", "C", "C", "C", "C", "C", "C", "C", "C", "C", "C", "C", "C", "C", "C", "C", "C", "H", "H", "H", "H", "H", "H", "H", "H", "H", "H", "H", "H", "H", "H", "H", "H", "H", "H", "H", "H", "H", "H", "H", "H", "H", "H", "H", "H", "H", "H", "H", "H", "H", "H", "H", "H", "H", "H", "H", "H", "H", "H", "H", "H", "H", "H", "H", "H", "H", "H", "H", "H", "H", "H", "H", "H", "H", "H", "H", "H", "H", "H", "H", "H", "H", "H", "H", "H", "H", "H", "H", "H", "H", "H", "H", "H", "H", "H", "H", "H", "H", "H", "H", "H", "H", "H", "H", "H", "H", "H", "H"], "coordinates": [[0.035, 4.540, 1.661], [-0.565, -3.080, -8.264], [6.316, 4.179, -3.854], [1.510, -6.093, 2.698], [2.003, 6.395, -2.285], [7.735, 1.143, 0.771], [0.845, -10.820, 5.009], [-3.516, 6.063, 4.798], [5.566, 4.948, -2.816], [3.233, -0.714, 1.797], [1.787, 0.038, 0.279], [1.563, 4.974, -2.184], [-3.446, -2.839, -4.859], [-0.841, 3.673, 2.496], [7.012, 1.868, -0.316], [1.992, -10.484, 4.125], [-2.446, -2.171, -3.006], [0.699, -2.972, -9.041], [-4.510, 5.954, 3.701], [0.712, -5.458, 3.782], [-5.065, -2.609, -1.566], [-4.101, 7.358, 5.899], [-1.548, 0.052, -3.159], [-4.313, -0.966, -3.599], [-1.511, -1.203, -1.067], [-2.575, -3.752, 2.366], [2.120, 2.347, -0.502], [1.975, -7.709, 3.319], [-1.128, 1.367, -2.451], [0.841, 5.685, 2.789], [-1.149, -3.823, 1.832], [0.799, -12.610, 5.135], [2.716, 0.950, -0.355], [-0.069, 0.370, 2.435], [-0.185, -2.645, -6.566], [0.631, 2.293, -0.843], [-1.021, 5.749, 0.863], [-0.834, -2.917, 0.628], [3.152, -5.367, 2.780], [-3.870, -0.467, -2.194], [9.054, 0.219, -0.024], [2.134, -0.316, 1.531], [3.456, 6.557, -1.246], [8.027, 4.704, -3.743], [6.737, -0.276, 1.210], [-6.352, -3.033, -0.999], [-4.789, -1.212, -1.207], [0.360, 1.447, -2.080], [-0.849, -4.823, -7.944], [-5.257, 2.843, -0.828], [-6.383, 4.757, 0.377], [6.588, 2.528, -3.217], [-4.346, 1.775, -0.905], [-3.829, 4.698, 5.920], [-3.737, 2.224, 1.412], [-3.597, 1.471, 0.234], [2.855, 6.573, -3.850], [-4.636, 3.288, 1.461], [-2.010, -2.253, -0.073], [1.377, -10.518, 6.696], [-4.233, 1.027, -2.206], [-3.402, -2.090, -3.943], [-5.413, 3.607, 0.342], [1.119, -0.197, 2.580], [-2.376, -0.905, -2.283], [2.980, 0.559, -1.334], [-3.468, 7.392, 6.786], [7.233, 1.991, -3.914], [-1.701, -4.929, -7.273], [-2.675, -1.770, 0.637], [3.521, -5.425, 3.804], [2.292, 2.878, 0.434], [-6.993, 4.749, -0.521], [0.766, 0.447, -1.968], [0.067, -1.587, -6.542], [9.537, -0.424, 0.711], [-6.471, -2.718, 0.042], [-1.355, 2.206, -3.106], [3.817, -5.900, 2.100], [-1.645, 5.215, 0.149], [8.365, 4.616, -2.711], [-1.067, -5.302, -8.896], [-5.832, 5.695, 0.373], [-2.673, -4.296, 3.298], [-0.113, -2.151, 0.901], [1.521, 5.110, 3.413], [-4.447, -1.157, -0.174], [0.122, 1.913, 0.037], [3.625, 5.806, -3.924], [-5.740, -0.683, -1.231], [0.611, -10.873, 7.386], [-2.577, -3.014, -0.602], [2.425, -7.608, 4.306], [6.483, -0.837, 0.310], [1.784, -12.979, 5.421], [-4.884, 4.685, 6.192], [0.526, -13.002, 4.158], [8.079, 5.742, -4.064], [-5.137, 7.163, 6.173], [0.865, 1.951, -2.903], [3.634, 0.992, 0.218], [-1.742, 1.522, -1.571], [-0.907, -4.862, 1.639], [3.071, -4.326, 2.473], [3.138, 6.436, -0.211], [-6.436, -4.113, -1.040], [1.506, -9.444, 6.815], [1.411, -0.589, 3.540], [0.091, 6.175, 3.411], [0.664, -3.235, -6.219], [-2.902, 0.645, 0.234], [4.183, 5.788, -1.509], [-7.027, 4.731, 1.248], [-5.851, 3.080, -1.701], [5.827, 0.076, 1.685], [-0.401, 6.475, 0.336], [5.624, 2.028, -3.155], [-0.658, -0.469, -3.500], [-4.032, 8.302, 5.364], [9.776, 0.935, -0.413], [2.323, -11.028, 6.876], [-4.371, -3.201, -1.129], [-0.714, 0.487, 3.291], [-3.585, 1.571, -2.886], [-3.125, 1.969, 2.259], [-2.114, 0.309, -4.051], [-0.433, 0.742, 1.496], [8.636, 4.086, -4.403], [3.887, 7.550, -1.379], [-3.568, 3.780, 5.398], [-1.646, 6.237, 1.611], [-1.264, -0.300, -0.523], [-3.204, 4.807, 6.806], [-0.502, -3.523, 2.649], [7.044, 2.567, -2.226], [0.274, 3.308, -0.988], [-0.571, -1.579, -1.469], [-4.141, -0.162, -4.318], [-2.825, -2.716, 2.600], [-1.063, -2.829, -5.943], [1.403, 6.422, 2.214], [2.675, -8.179, 2.630], [-5.363, -1.195, -3.712], [3.299, 7.567, -3.906], [-7.152, -2.586, -1.581], [2.631, 2.914, -1.275], [0.050, -12.902, 5.870], [7.292, -0.901, 1.910], [-5.222, 1.075, -2.658], [1.080, -8.317, 3.383], [-3.316, -4.080, 1.640], [-0.338, -3.524, -0.130], [-4.740, 3.861, 2.372], [8.642, -0.374, -0.840], [0.046, -5.263, -7.504], [2.117, 6.454, -4.642]]}